1.
The following is a DFT calculation (ωB97M-V/def2-TZVPD) of the molecule C5H16OSi2 in a non-equilibrium geometry.

ORCA input file:
```
! wB97M-V def2-TZVPD RIJCOSX def2/J DEFGRID3
* xyz 0 1
Si -1.52 0.29 -0.48
Si 0.26 -1.62 0.39
O -1.60 1.62 0.45
C -1.25 1.04 -2.37
C -2.34 1.81 1.59
C 0.21 1.18 -2.87
C 2.05 -1.10 1.04
C 2.81 -1.90 2.18
H 0.86 1.89 -2.36
H 0.12 1.48 -3.92
H -0.49 -2.23 1.61
H 0.42 -2.63 -0.56
H -1.86 1.97 -2.52
H -2.30 0.80 2.11
H 3.05 -1.24 2.99
H 2.90 -1.18 0.25
H 0.73 0.21 -2.84
H -2.81 -0.56 -0.65
H -1.96 2.57 2.18
H 3.67 -2.25 1.68
H -1.86 0.28 -2.93
H 2.31 -2.76 2.47
H 1.99 0.00 1.24
H -3.37 2.33 1.33
*
```

## Properties
LUMO level	0.9	eV
energy relative to the best compared isomer or geometry (same formula, charge and spin)	1.357	eV
HOMO	-8.66	eV
orbital gap	9.541	eV
electronic energy	-854.2499	a.u.
SMILES string	CC[SiH2][Si@H](CC)OC

2.
The following is a DFT calculation (ωB97M-V/def2-TZVPD) of a cluster of 16 separate species, C72H186N10O12 in total in a non-equilibrium geometry.

ORCA input file:
```
! wB97M-V def2-TZVPD RIJCOSX def2/J DEFGRID3
* xyz 0 1
O -1.37 -21.93 12.40
O -5.67 -31.86 19.49
O 3.98 -21.16 16.08
O 4.47 -23.40 13.91
O 0.85 -19.89 19.37
O 4.50 -26.40 11.19
O 2.35 -18.85 15.78
O 1.73 -22.77 14.13
O 1.18 -22.85 19.14
O -6.03 -28.90 17.57
O 3.95 -28.42 13.06
O 0.88 -21.31 9.66
N -5.20 -23.04 18.49
N -3.65 -20.28 12.62
N -0.33 -24.72 14.87
N -5.91 -28.19 14.74
N 5.54 -25.11 17.74
N 0.15 -30.24 10.48
N -4.27 -25.05 9.00
N 0.80 -26.82 7.55
N 1.88 -29.80 16.26
N -1.49 -29.12 18.87
C -0.33 -27.39 8.26
C 1.79 -20.13 15.65
C -4.82 -23.79 9.47
C -5.33 -25.80 8.33
C 0.55 -25.87 15.26
C 2.45 -30.65 15.16
C 2.62 -30.12 17.51
C 1.35 -24.98 5.86
C -0.62 -30.83 20.45
C -4.68 -28.52 14.03
C -5.60 -23.12 17.06
C 0.40 -21.04 10.94
C -5.39 -22.88 8.37
C 7.47 -25.72 16.35
C 1.49 -25.47 16.35
C -6.01 -30.33 17.74
C -0.74 -27.96 19.50
C -1.22 -28.33 7.47
C 4.93 -26.03 18.66
C 1.17 -30.74 9.59
C 0.30 -25.73 6.68
C -1.08 -24.89 13.64
C -0.43 -29.87 15.20
C -2.73 -28.77 18.18
C -2.33 -25.76 13.76
C 4.77 -23.86 17.51
C 2.23 -23.28 12.93
C -4.74 -20.63 18.71
C -0.21 -20.79 19.43
C 5.33 -26.69 12.32
C 3.69 -22.94 12.81
C -4.53 -20.91 13.59
C -6.09 -26.70 14.72
C 0.09 -22.07 18.67
C 2.34 -31.50 10.24
C -3.61 -25.79 10.11
C -2.40 -19.01 14.27
C -0.59 -28.22 11.72
C -5.79 -30.49 19.21
C -4.81 -22.39 13.25
C 4.57 -23.01 18.77
C -2.34 -25.06 10.51
C -1.67 -22.79 15.61
C 2.13 -32.15 15.24
C -4.35 -20.28 11.29
C 5.95 -25.82 16.56
C 0.60 -29.23 11.41
C -7.11 -23.32 16.78
C -6.51 -26.27 9.15
C -1.11 -24.20 15.95
C 4.11 -29.65 17.40
C -8.32 -28.63 15.18
C 0.43 -30.00 16.47
C -6.58 -26.06 13.46
C -0.62 -31.25 11.15
C -4.12 -29.85 14.45
C -4.97 -25.52 18.53
C 5.95 -27.01 19.24
C -3.20 -18.94 13.02
C 4.47 -27.17 13.44
C 1.50 -25.59 9.68
C -0.76 -22.00 11.13
C 2.62 -21.08 16.45
C -2.57 -27.63 17.24
C -5.45 -24.25 19.27
C -7.10 -28.94 14.33
C -3.52 -19.72 10.15
C 1.89 -26.46 8.51
C -1.48 -32.05 10.12
C -1.83 -30.12 19.89
C -5.52 -21.81 19.16
C -1.64 -27.07 20.37
H -0.02 -31.27 19.65
H -0.67 -27.54 10.92
H -6.89 -30.00 14.45
H -4.57 -21.35 11.14
H 2.05 -32.52 10.48
H -4.99 -26.39 19.20
H 2.19 -26.26 16.62
H -1.90 -18.08 14.52
H -5.44 -22.08 20.22
H 2.59 -31.09 11.23
H -6.97 -30.86 17.46
H -4.93 -29.89 19.53
H 2.15 -18.59 16.72
H 3.59 -26.59 13.69
H 7.98 -25.84 17.32
H 5.44 -25.45 15.65
H 4.22 -20.32 15.75
H -5.93 -32.05 20.38
H 1.03 -24.73 9.24
H 1.37 -28.61 10.92
H -4.92 -20.47 17.64
H -6.95 -27.11 8.58
H -6.37 -23.33 8.00
H -6.84 -26.38 15.47
H -6.62 -21.56 19.17
H -2.50 -30.93 19.47
H 0.03 -30.12 20.93
H -0.49 -26.18 6.02
H -7.59 -26.46 13.23
H -4.29 -26.08 10.93
H 0.98 -29.76 12.32
H 3.79 -24.06 17.06
H -4.96 -24.16 20.28
H 5.48 -27.86 19.74
H -0.91 -31.63 21.11
H -6.51 -24.39 19.54
H -1.12 -20.43 18.99
H -2.24 -21.49 12.47
H 2.09 -24.51 6.52
H -5.53 -20.33 13.59
H 3.53 -30.51 15.21
H 2.54 -20.78 17.51
H 0.16 -28.32 20.03
H -2.97 -19.31 15.13
H -5.28 -19.71 11.40
H -0.35 -23.02 11.01
H -8.80 -27.70 14.81
H -4.09 -20.92 14.56
H 4.53 -25.50 19.54
H -5.65 -25.76 17.67
H -3.91 -22.82 12.84
H -3.52 -28.58 18.95
H 2.13 -29.59 18.33
H 4.82 -30.44 17.11
H -5.17 -26.27 15.06
H -2.10 -26.78 14.12
H -7.29 -23.11 15.73
H -0.83 -32.58 9.43
H 0.22 -30.95 16.94
H 7.80 -26.48 15.64
H -5.21 -30.84 17.21
H -1.64 -25.73 10.95
H 2.37 -32.72 14.33
H 5.69 -26.89 16.66
H -2.56 -24.32 11.29
H 5.74 -25.69 12.53
H -7.33 -25.58 9.34
H -5.02 -23.91 16.59
H -3.93 -25.37 18.28
H 1.88 -25.69 5.23
H 0.83 -24.27 5.20
H 1.88 -20.39 14.60
H 1.38 -19.96 20.20
H 7.76 -24.70 16.05
H -0.64 -29.14 7.07
H -5.63 -24.09 10.14
H -2.25 -32.67 10.58
H -4.85 -26.69 7.92
H -0.32 -21.17 20.43
H -0.35 -27.79 12.70
H -5.72 -25.16 7.51
H -1.57 -19.71 14.17
H -0.56 -24.10 16.90
H -3.36 -26.77 9.65
H -2.29 -29.63 20.74
H -8.11 -28.38 16.26
H -9.07 -29.37 15.09
H -2.06 -27.57 21.26
H -0.34 -28.96 14.67
H -1.37 -23.90 13.26
H -3.13 -29.69 17.78
H 0.14 -29.21 17.20
H -0.11 -26.75 15.51
H -5.91 -26.21 12.63
H 3.18 -31.44 9.59
H -2.25 -22.85 14.69
H 1.67 -22.97 12.04
H 1.01 -25.22 17.27
H 2.23 -27.42 8.90
H -6.65 -25.00 13.77
H 4.37 -22.84 14.69
H 5.37 -23.28 16.79
H -5.09 -22.87 14.20
H -4.93 -30.56 14.23
H 2.28 -22.16 16.42
H -4.08 -18.30 13.11
H 6.64 -26.46 19.84
H 6.61 -27.34 18.44
H 4.12 -26.63 18.21
H -3.69 -20.71 18.98
H -2.51 -26.69 19.83
H -5.21 -19.76 19.23
H 1.07 -32.40 15.35
H -3.10 -25.40 14.38
H -1.65 -27.86 16.67
H -3.85 -20.17 9.22
H -6.65 -30.06 19.74
H 4.95 -27.10 14.47
H 4.23 -22.07 18.46
H 5.46 -22.85 19.39
H -2.29 -22.37 16.39
H -0.83 -22.70 18.68
H -1.47 -29.92 15.51
H 2.04 -24.55 16.08
H 3.88 -27.13 11.13
H -3.77 -18.64 10.07
H 2.06 -24.39 12.88
H -2.54 -18.56 12.27
H -1.72 -27.88 6.63
H 0.96 -23.38 14.32
H -0.45 -25.24 12.85
H -1.34 -30.74 11.82
H 2.15 -30.20 14.20
H 0.81 -26.09 10.33
H 4.06 -23.29 11.87
H 0.75 -20.19 15.97
H 2.68 -25.96 7.96
H 4.59 -29.14 13.08
H 1.11 -21.07 11.73
H -7.25 -28.77 13.28
H -6.32 -26.82 10.06
H -7.63 -22.58 17.33
H -1.97 -24.89 16.21
H -4.70 -22.63 7.59
H -3.98 -29.92 15.56
H -3.33 -27.41 16.52
H -2.32 -26.69 17.75
H -7.56 -24.27 17.13
H -0.18 -25.04 7.35
H 2.54 -31.16 17.76
H -0.87 -22.09 15.40
H -1.91 -24.66 9.60
H -5.70 -22.45 12.57
H -5.97 -28.61 16.68
H -0.87 -26.66 8.82
H 1.17 -26.18 14.45
H -3.95 -27.77 14.32
H 0.25 -21.78 17.65
H 1.92 -22.28 19.00
H -0.13 -20.06 10.94
H 6.12 -27.43 12.13
H -0.26 -30.69 14.56
H -3.19 -30.08 13.90
H 2.36 -25.31 10.29
H -1.04 -26.22 20.69
H -1.53 -28.73 11.73
H 3.86 -21.86 12.78
H -2.91 -25.85 12.82
H -2.42 -19.78 10.25
H 1.62 -20.77 9.38
H -5.68 -21.97 8.91
H -4.87 -28.52 12.90
H 1.53 -29.86 9.01
H 2.67 -32.64 16.04
H 4.45 -29.28 18.34
H 0.68 -31.42 8.84
H -0.19 -27.42 18.68
H -5.44 -22.17 16.54
H 4.12 -28.79 16.68
H -2.03 -28.63 8.17
H -2.09 -31.33 9.52
H -0.09 -32.00 11.81
H 3.89 -23.50 19.40
H 0.11 -27.98 9.08
H -4.11 -23.25 10.08
H -1.48 -21.86 10.32
*
```

## Properties
LUMO level	0.4	eV
energy relative to the best compared isomer or geometry (same formula, charge and spin)	0.408	eV
HOMO	-7.90	eV
orbital gap	8.349	eV
electronic energy	-4304.9780	a.u.

3.
The following is a DFT calculation (ωB97M-V/def2-TZVPD) of a cluster of 2 separate species, C7H18 in total in a non-equilibrium geometry.

ORCA input file:
```
! wB97M-V def2-TZVPD RIJCOSX def2/J DEFGRID3
* xyz 0 1
C 0.04 2.51 2.25
C -0.10 -1.88 -2.26
C 0.89 1.07 0.31
C -0.36 1.63 1.06
C -1.23 2.42 0.07
C 0.07 -3.12 -0.08
C 0.86 -2.40 -1.20
H -0.81 -2.67 -2.50
H -0.87 -2.58 0.09
H 1.08 2.52 2.56
H 0.62 -3.07 0.85
H -0.94 0.80 1.45
H 1.52 -1.65 -0.76
H -0.54 2.21 3.13
H -0.16 3.58 2.15
H -0.67 -1.04 -1.88
H -0.71 3.09 -0.59
H 1.13 1.47 -0.67
H 1.68 0.99 1.04
H -1.92 1.79 -0.51
H -0.25 -4.07 -0.49
H 0.41 -1.54 -3.16
H 0.59 0.05 0.01
H 1.67 -3.05 -1.54
H -1.98 2.95 0.68
*
```

## Properties
LUMO level	1.1	eV
energy relative to the best compared isomer or geometry (same formula, charge and spin)	0.894	eV
HOMO	-10.81	eV
orbital gap	11.872	eV
electronic energy	-277.4655	a.u.
SMILES string	CC(C)C.CCC

4.
The following is a DFT calculation (ωB97M-V/def2-TZVPD) of the molecule C19H20BrF3N6OS.

ORCA input file:
```
! wB97M-V def2-TZVPD RIJCOSX def2/J DEFGRID3
* xyz 0 1
Br 0.42 3.39 -0.89
S 1.67 -1.14 -2.09
F 2.84 -2.54 3.03
F 2.13 -0.58 3.53
F 0.74 -2.12 2.96
O -1.95 2.96 0.97
N -0.02 0.02 1.34
N 2.89 1.12 -0.32
N 1.26 -0.06 0.94
N -2.88 0.95 1.37
N -5.08 -2.13 -0.99
N -4.13 -1.70 -1.83
C 3.49 -2.43 -3.35
C 3.55 -0.82 0.95
C 3.32 -0.97 -1.56
C 2.10 -1.19 1.23
C -4.17 1.56 1.56
C -2.02 -0.46 -1.70
C -3.23 -1.07 -1.10
C -0.49 1.16 0.85
C -2.87 -0.50 1.43
C -1.83 1.75 1.07
C -6.21 -2.86 -1.48
C 3.69 -0.09 -0.40
C -4.80 -1.78 0.28
C 1.62 0.99 0.17
C -3.60 -1.10 0.27
C 4.16 -1.72 -2.33
C 1.93 -1.60 2.70
C 0.51 1.80 0.10
C 2.15 -2.22 -3.34
H -1.83 -0.84 1.45
H 3.99 -3.08 -4.05
H -1.97 -0.72 -2.76
H -3.36 -0.81 2.36
H -5.45 -2.05 1.09
H -4.07 2.63 1.45
H -4.55 1.32 2.55
H 1.78 -2.06 0.63
H -6.24 -3.86 -1.05
H 1.40 -2.63 -3.99
H -4.88 1.18 0.81
H -7.14 -2.34 -1.23
H -2.06 0.63 -1.61
H -6.11 -2.93 -2.56
H 2.98 1.77 -1.09
H 3.90 -0.14 1.73
H 5.22 -1.75 -2.18
H -1.12 -0.81 -1.20
H 4.17 -1.71 0.96
H 4.74 0.21 -0.52
*
```

## Properties
LUMO level	0.5	eV
HOMO	-8.28	eV
orbital gap	8.740	eV
electronic energy	-4411.6206	a.u.
SMILES string	Cc1nn(C)cc1CN(C)C(=O)c1nn2c(c1Br)N[C@H](c1cccs1)C[C@H]2C(F)(F)F

5.
The following is a DFT calculation (ωB97M-V/def2-TZVPD) of the molecule C4H2Cl2O2 in a non-equilibrium geometry.

ORCA input file:
```
! wB97M-V def2-TZVPD RIJCOSX def2/J DEFGRID3
* xyz 0 1
Cl -1.37 -0.92 -1.21
Cl -1.52 0.56 1.94
O 1.98 0.66 -0.03
O 1.87 -0.82 -1.86
C 1.25 0.98 1.05
C 1.26 -0.04 -0.92
C 0.00 0.52 0.90
C 0.00 -0.17 -0.48
H 1.89 1.46 1.74
H 1.36 -1.85 -2.16
*
```

## Properties
LUMO level	0.0	eV
energy relative to the best compared isomer or geometry (same formula, charge and spin)	2.150	eV
HOMO	-8.92	eV
orbital gap	8.900	eV
electronic energy	-1224.3950	a.u.
SMILES string	Oc1occ(Cl)c1Cl

6.
The following is a DFT calculation (ωB97M-V/def2-TZVPD) of the molecule C14H18Cl2N2O6S.

ORCA input file:
```
! wB97M-V def2-TZVPD RIJCOSX def2/J DEFGRID3
* xyz 0 1
Cl 3.10 1.05 4.37
Cl -2.16 1.79 3.47
S -3.82 -0.19 -0.38
O -4.26 -0.60 -3.96
O -2.84 -1.17 0.03
O 3.28 0.71 1.54
O 5.43 -1.14 0.32
O -4.63 0.38 0.66
O -0.59 0.86 -1.40
N -1.46 1.38 0.65
N -2.89 -1.87 -2.68
C -4.85 -0.95 -1.67
C 0.50 1.40 3.75
C -0.36 1.29 1.50
C 5.37 -1.50 1.68
C 1.77 1.15 3.27
C 3.57 0.46 0.17
C -3.98 -1.12 -2.90
C 0.92 1.04 1.03
C 2.00 0.96 1.90
C -2.95 1.20 -1.20
C -1.52 1.14 -0.69
C -0.56 1.48 2.87
C -1.84 -2.00 -3.67
C 5.07 0.18 0.05
H -1.54 -3.05 -3.75
H 5.38 0.36 -0.99
H -5.20 -1.90 -1.26
H 4.34 -1.48 2.07
H 1.06 0.89 -0.03
H -0.97 -1.40 -3.39
H 5.76 -2.51 1.75
H 0.34 1.54 4.81
H 3.31 1.34 -0.43
H 5.61 0.87 0.71
H -5.69 -0.29 -1.87
H -2.98 1.07 -2.27
H -2.23 -1.66 -4.63
H -2.34 1.51 1.14
H -3.46 2.11 -0.90
H -2.66 -2.12 -1.73
H 3.00 -0.40 -0.19
H 5.98 -0.82 2.29
*
```

## Properties
LUMO level	0.5	eV
energy relative to the best compared isomer or geometry (same formula, charge and spin)	0.000	eV
HOMO	-8.50	eV
orbital gap	8.981	eV
electronic energy	-2423.8095	a.u.
SMILES string	CNC(=O)CS(=O)(=O)CC(=O)Nc1cc(OCCOC)c(Cl)cc1Cl

- The highest electronic energy belongs to which entry?
  C7H18